The following is a DFT calculation (ωB97M-V with the def2-TZVPD basis set) of an isolated ion of composition C2H4NOS2 and charge -1 in a non-equilibrium geometry.

The geometry in XYZ format:
```
10
Properties=species:S:1:pos:R:3:lowdin_charge:R:1
C -0.3931 0.2876 -0.6152 -0.465
C -0.4552 -0.7650 0.5406 -0.480
N 0.3657 1.4223 -0.3339 -0.268
O 0.1231 1.9799 0.7798 -0.169
S 1.2056 -1.6814 0.2597 0.146
S 2.3602 -0.0753 -0.2492 -0.032
H -0.0646 -0.0126 -1.5490 0.049
H -1.4321 0.5198 -0.8422 0.106
H -0.3278 -0.2729 1.5313 0.048
H -1.3817 -1.4023 0.4780 0.066
```

Computed properties:
* net charge: -1
* structure (SMILES): O=NCCS[S-]
* lowest unoccupied orbital energy: 3.694 eV
* relative energy (zero: lowest compared OMol25 entry of this formula, charge and spin): 2.6931 eV
* maximum force: 0.08171 Eh/bohr